(1)
Molecular formula: C5H6OS
Method: DFT, ωB97M-V/def2-TZVPD

Structure (XYZ):
```
13
Properties=species:S:1:pos:R:3:forces:R:3
C -0.4534 -1.3256 -0.4831 -0.23 0.31 0.34
C -1.0318 -0.7459 0.3973 -0.44 0.07 0.14
C -0.5793 2.3789 1.4394 -0.11 0.12 -0.04
C -0.5799 1.1839 1.9902 -0.55 -0.07 0.00
C 0.2687 -1.9952 -1.5402 0.09 -0.13 -0.11
O -1.8888 -0.9442 2.8278 -0.33 -0.33 0.67
S -1.9409 -0.0045 1.7101 1.43 0.31 -0.80
H 0.2144 3.0902 1.6029 0.16 0.01 0.07
H -1.3739 2.6930 0.7822 -0.21 0.07 -0.11
H 0.1814 0.8203 2.6635 0.06 -0.21 0.08
H -0.1126 -3.0084 -1.6603 0.06 -0.03 -0.09
H 0.1409 -1.4525 -2.4760 0.05 -0.06 -0.06
H 1.3292 -2.0407 -1.2955 0.03 -0.04 -0.08
```
Positions in Å, forces in eV/Å.

Computed properties:
spin multiplicity = 1
energy relative to the best compared isomer or geometry (same formula, charge and spin) = 334.22 kJ/mol
LUMO = 0.0308 Eh
E_tot = -667.4108 hartree
HOMO energy = -9.3 eV


(2)
Molecular formula: C24H52BrF5O12S2
Method: DFT, ωB97M-V/def2-TZVPD

Structure (XYZ):
```
96
Properties=species:S:1:pos:R:3:forces:R:3
C 1.4466 -3.0642 -1.9477 -0.21 -0.09 -0.33
C 0.3875 -3.1282 -2.7493 0.26 -0.21 0.37
C -0.9394 -2.5225 -2.3797 -0.09 -0.39 0.02
S -2.1312 -3.9533 -2.5067 0.42 -1.18 -0.22
O -2.4908 -4.2042 -3.8669 -0.24 0.62 0.01
O -1.4844 -5.0138 -1.7947 -0.08 0.37 0.40
C -3.6826 -3.6785 -1.4816 -0.13 0.32 -0.02
F -3.3353 -3.5472 -0.1992 0.04 -0.01 0.07
F -4.3606 -4.8180 -1.6330 0.08 -0.11 -0.17
C -4.6235 -2.5018 -1.8591 -0.16 -0.38 0.20
F -4.7254 -2.3611 -3.1698 0.09 0.03 -0.28
F -5.8296 -2.7559 -1.3636 -0.27 -0.10 0.11
F -4.1901 -1.3806 -1.3170 0.31 0.43 0.02
O -1.0047 -2.0860 -1.0292 0.15 -0.21 0.02
S -1.0622 -0.4865 -0.9119 -0.05 0.27 0.31
O -1.9387 -0.1689 0.1486 -0.03 0.04 -0.26
O 0.2455 0.0602 -0.9842 -0.07 -0.21 -0.01
O -1.7739 -0.2890 -2.3288 -0.22 -0.21 0.05
C -1.1345 -1.2215 -3.2070 0.23 0.51 -0.29
Br -1.9975 -1.2600 -4.9053 -0.18 -0.08 0.17
H 1.3610 -2.9261 -0.8773 0.05 0.73 -0.12
H 2.4350 -3.1798 -2.3727 -0.03 -0.70 0.31
H 0.4382 -3.6561 -3.6980 0.03 0.72 -0.33
H -0.1424 -0.8289 -3.4250 0.05 -0.17 0.07
C -5.9933 -1.4116 2.6965 -0.16 0.00 0.04
C -5.0383 -2.3943 3.3546 0.11 0.15 -0.36
C -3.5915 -1.9998 3.1063 0.10 -0.10 0.07
O -5.2803 -3.7187 2.8776 -0.05 -0.04 0.17
H -5.8422 -1.4026 1.6121 0.08 0.02 0.01
H -7.0288 -1.7004 2.8798 0.01 -0.01 0.03
H -5.8447 -0.3996 3.0764 -0.01 0.00 0.01
H -5.2299 -2.4283 4.4277 -0.04 -0.09 0.00
H -3.3790 -2.0035 2.0335 -0.02 0.09 -0.01
H -2.9120 -2.7095 3.5791 -0.02 0.00 0.03
H -3.3794 -1.0023 3.4939 -0.01 0.01 -0.01
H -5.1163 -3.7211 1.9282 0.02 -0.01 0.00
C -7.3180 3.0301 2.7660 -0.10 -0.10 0.09
C -6.2669 3.2844 3.8365 0.09 0.07 -0.43
C -5.4342 4.5142 3.5140 0.07 0.02 0.15
O -5.4318 2.1357 3.9839 -0.04 -0.05 0.16
H -6.8376 2.8496 1.8003 0.02 0.07 -0.01
H -7.9085 2.1468 3.0115 -0.01 0.01 0.02
H -7.9913 3.8822 2.6602 0.01 0.01 -0.02
H -6.7562 3.4173 4.8032 0.05 -0.08 0.05
H -4.8978 4.3786 2.5704 -0.09 -0.02 -0.05
H -4.6867 4.6849 4.2892 -0.04 0.01 0.04
H -6.0569 5.4058 3.4325 0.04 0.03 -0.02
H -4.9834 1.9924 3.1428 0.03 0.02 0.01
C 6.8383 -4.9407 -1.3824 -0.15 0.04 0.14
C 5.3572 -5.2653 -1.2886 0.23 -0.13 -0.29
C 5.0115 -6.5475 -2.0297 -0.16 0.01 0.04
O 4.5842 -4.1752 -1.8035 -0.12 0.01 0.08
H 7.1328 -4.7911 -2.4236 0.00 -0.06 -0.02
H 7.0648 -4.0198 -0.8504 0.02 0.00 0.01
H 7.4493 -5.7416 -0.9644 0.01 0.00 -0.02
H 5.0672 -5.3620 -0.2415 -0.08 0.09 0.00
H 5.2537 -6.4477 -3.0918 0.08 -0.01 0.01
H 3.9450 -6.7614 -1.9527 0.01 0.00 0.03
H 5.5664 -7.3969 -1.6299 0.02 0.00 -0.01
H 4.8279 -4.0662 -2.7297 0.07 0.01 0.02
C -8.9909 7.8177 5.2489 -0.04 -0.08 -0.12
C -7.6369 7.1429 5.4050 -0.03 0.38 0.20
C -7.1174 7.2483 6.8304 0.09 -0.11 -0.01
O -6.6952 7.7185 4.4976 -0.04 -0.21 -0.06
H -8.9118 8.8831 5.4821 0.00 -0.01 0.07
H -9.3442 7.7307 4.2214 0.00 -0.03 0.00
H -9.7351 7.3747 5.9120 0.00 0.01 0.02
H -7.7178 6.0908 5.1256 0.07 0.01 -0.09
H -6.9862 8.2977 7.1088 -0.07 0.01 0.01
H -6.1469 6.7599 6.9189 -0.01 -0.03 -0.01
H -7.8055 6.7874 7.5401 -0.01 0.02 0.01
H -6.6048 8.6492 4.7292 0.03 0.00 -0.03
C 8.5300 -0.8897 -2.3620 -0.12 -0.07 0.05
C 9.4607 -1.7769 -1.5504 0.08 0.15 -0.35
C 10.9139 -1.3545 -1.7011 0.05 -0.10 0.10
O 9.2949 -3.1421 -1.9347 0.07 -0.02 0.13
H 8.7716 -0.9593 -3.4268 0.06 0.05 0.01
H 7.4941 -1.2057 -2.2417 -0.01 0.03 0.03
H 8.6075 0.1550 -2.0605 0.00 0.01 -0.01
H 9.1770 -1.7347 -0.4975 -0.02 -0.09 0.01
H 11.2250 -1.4359 -2.7464 -0.04 0.06 -0.02
H 11.5639 -2.0013 -1.1117 -0.01 0.01 0.02
H 11.0626 -0.3233 -1.3780 -0.01 0.01 -0.02
H 9.5377 -3.2189 -2.8639 0.02 0.02 0.00
C 7.8102 3.1757 -3.1680 0.06 -0.11 0.05
C 7.1192 2.3999 -4.2794 -0.16 0.31 0.12
C 6.4647 3.3364 -5.2835 -0.03 -0.10 -0.10
O 6.1527 1.5024 -3.7349 0.10 -0.12 -0.06
H 7.0825 3.7789 -2.6183 -0.01 0.05 -0.05
H 8.2768 2.4941 -2.4570 0.02 -0.01 -0.02
H 8.5772 3.8414 -3.5660 -0.01 0.01 0.00
H 7.8472 1.7684 -4.7912 -0.03 -0.08 0.02
H 5.6999 3.9438 -4.7918 0.05 0.04 0.03
H 5.9762 2.7671 -6.0743 0.02 -0.01 -0.01
H 7.1959 4.0067 -5.7373 0.00 0.01 0.01
H 5.4910 2.0284 -3.2724 -0.01 -0.02 0.01
```
Positions in Å, forces in eV/Å.

Computed properties:
spin multiplicity = 1
LUMO = 0.0040 Eh
E_tot = -5718.1296 hartree
HOMO energy = -9.9 eV


(3)
Molecular formula: C19H23ClINO3V
Method: DFT, ωB97M-V/def2-TZVPD

Structure (XYZ):
```
49
Properties=species:S:1:pos:R:3:forces:R:3
V -0.5020 -1.1115 0.3354 0.05 -0.35 0.12
C -2.3741 -2.3643 1.0352 -0.03 0.01 0.01
C -1.4494 -2.3797 2.0725 -0.05 0.01 0.00
C -1.1782 -0.9823 2.4400 0.06 0.00 0.01
C -2.0199 -0.1333 1.6824 -0.03 0.03 0.01
C -2.6818 -0.9588 0.7371 0.00 -0.04 -0.04
C -3.6248 -0.5280 -0.3337 0.00 0.02 0.01
C -2.1365 1.3466 1.8293 0.01 -0.01 -0.01
C -0.2405 -0.5653 3.5183 0.00 0.01 0.00
C -0.8831 -3.5700 2.7627 0.01 0.00 0.01
C -2.9934 -3.5390 0.3609 0.00 0.01 -0.02
H -4.6414 -0.7910 -0.0244 0.00 0.00 0.00
H -3.4489 -1.0481 -1.2773 0.00 0.00 0.00
H -3.5959 0.5445 -0.5053 0.00 0.00 0.00
H -2.8142 1.5719 2.6551 0.00 0.00 0.00
H -2.5391 1.8129 0.9332 0.01 0.00 0.00
H -1.1741 1.8023 2.0555 0.00 0.00 0.00
H -0.7647 -0.6449 4.4766 0.00 -0.01 0.00
H 0.0811 0.4676 3.4061 0.00 0.00 0.00
H 0.6325 -1.2145 3.5841 0.01 0.01 0.00
H -1.4825 -3.7745 3.6549 0.00 0.00 0.00
H 0.1413 -3.4078 3.0929 0.00 0.00 0.00
H -0.9133 -4.4579 2.1348 0.00 0.00 0.00
H -3.3103 -3.3126 -0.6561 0.01 0.00 0.00
H -3.8892 -3.8357 0.9141 0.00 0.01 0.00
H -2.3252 -4.3984 0.3486 0.00 0.00 0.01
N 0.8419 -4.1573 -2.0118 0.00 0.01 0.00
C 1.1869 -3.3574 -1.0410 0.04 -0.01 0.02
O 0.2995 -2.6009 -0.5044 -0.12 0.07 0.00
C 2.5845 -3.3365 -0.5453 0.00 0.01 -0.01
I 2.6913 -4.5896 1.1828 0.00 0.00 0.01
H -0.1161 -4.2158 -2.3298 0.00 0.00 0.00
H 1.5187 -4.7707 -2.4462 0.00 0.00 0.00
H 2.8653 -2.3324 -0.2434 0.01 0.00 -0.02
H 3.2843 -3.7215 -1.2809 0.00 -0.02 0.01
Cl 2.9951 7.4243 -4.9668 0.00 0.00 0.00
C 2.8397 6.3136 -3.7062 0.01 0.00 0.00
C 3.9053 6.1436 -2.8086 0.01 0.01 0.00
C 3.7893 5.2511 -1.7786 0.04 -0.02 0.03
C 2.5847 4.5141 -1.6536 -0.20 -0.03 0.02
C 1.5044 4.6889 -2.5583 0.05 0.05 0.00
C 1.6432 5.5868 -3.5791 0.01 0.00 0.01
C 2.4280 3.6533 -0.5931 0.28 0.33 -0.08
O 2.3227 2.9679 0.2956 -0.09 -0.08 -0.07
O 0.1275 0.2809 0.0612 -0.06 0.01 -0.02
H 4.8072 6.7262 -2.9349 0.00 0.00 0.00
H 4.5958 5.1149 -1.0707 0.01 0.00 -0.01
H 0.5855 4.1331 -2.4341 0.00 -0.01 -0.01
H 0.8427 5.7551 -4.2854 0.00 -0.01 0.00
```
Positions in Å, forces in eV/Å.

Computed properties:
net charge = +3
spin multiplicity = 1
energy relative to the best compared isomer or geometry (same formula, charge and spin) = 239.06 kJ/mol
LUMO (alpha / beta) = -0.4028 / -0.4027 Eh
E_tot = -2719.2035 hartree
HOMO energy (alpha / beta) = -17.4 / -17.4 eV


(4)
Molecular formula: C2HNO3S
Method: DFT, ωB97M-V/def2-TZVPD

Structure (XYZ):
```
8
Properties=species:S:1:pos:R:3:forces:R:3
O -0.9909 1.9989 -1.1549 0.12 -2.63 -0.28
C -0.5929 0.8615 -1.0830 0.41 3.12 0.36
N 0.6221 0.2045 -1.0714 2.00 -0.66 -0.24
C -0.4294 -0.4986 -0.5535 -0.62 0.24 -0.48
S -0.2550 -0.5898 1.2298 -0.68 -0.83 1.69
O -1.1723 -1.4793 1.9260 1.09 0.64 -0.63
O 1.1893 -0.6564 1.4012 -0.45 -0.40 0.36
H 1.6290 0.1591 -0.6941 -1.88 0.52 -0.78
```
Positions in Å, forces in eV/Å.

Computed properties:
spin multiplicity = 1
structure (SMILES) = O=c1[nH]c1=S(=O)=O
energy relative to the best compared isomer or geometry (same formula, charge and spin) = 484.31 kJ/mol
LUMO (alpha / beta) = -0.0801 / -0.0763 Eh
E_tot = -755.3037 hartree
HOMO energy (alpha / beta) = -9.9 / -9.9 eV